a | DFT (the ωB97M-V functional and the def2-TZVPD basis) results for a 3-piece molecular cluster, C3H11NO3 overall.

Calculated values
- HOMO energy (Eh) = -0.3479
- lowest unoccupied orbital energy (eV) = 0.57
- structure (SMILES) = CNCC=O.O.O

```
! wB97M-V def2-TZVPD RIJCOSX def2/J DEFGRID3
* xyz 0 1
C 1.9154 0.3774 0.1848
N 0.4718 0.2649 -0.2086
C 0.2508 -0.5123 -1.4519
C -1.1901 -0.9224 -1.6271
O -2.1403 -0.2212 -1.4102
H 2.2965 -0.5643 0.5679
H 2.4253 0.5777 -0.8038
H 2.1783 1.2467 0.7924
H -0.0061 1.1496 -0.3306
H 0.9690 -1.2858 -1.6764
H 0.3846 0.2789 -2.2236
H -1.3102 -1.9261 -2.0685
O -0.1895 -1.5315 1.9608
H -0.7242 -0.9793 2.5435
H -0.1273 -1.0054 1.1381
O -1.6475 2.0220 1.4012
H -1.8736 1.8387 2.3108
H -1.6829 1.1922 0.9012
*
```

b | DFT (the ωB97M-V functional and the def2-TZVPD basis) results for a 3-piece molecular cluster, C3H11NO3 overall.

Calculated values
- HOMO energy (Eh) = -0.3792
- lowest unoccupied orbital energy (eV) = 0.51
- structure (SMILES) = CCC(N)=O.O.O

```
! wB97M-V def2-TZVPD RIJCOSX def2/J DEFGRID3
* xyz 0 1
C 1.3142 0.0694 2.4229
C 0.3385 0.1769 1.2831
C 0.7648 0.5669 -0.0835
N 1.9907 1.1829 -0.2617
O 0.1098 0.2434 -1.0687
H 0.7104 -0.1445 3.3087
H 2.1376 -0.7186 2.1657
H 1.9740 0.9920 2.6838
H -0.5595 0.8199 1.5304
H -0.3133 -0.7822 1.2002
H 2.6118 1.5398 0.4865
H 2.3800 1.1727 -1.2475
O -4.7131 -2.8589 -0.0591
H -3.8519 -2.7203 -0.3957
H -4.8229 -2.0001 0.1585
O -0.1222 1.1184 -4.2531
H 0.1289 0.2975 -4.6175
H -0.0778 1.0447 -3.2530
*
```

Quick look at relative energies in kJ/mol: a 77.6; b 0.0.

a | DFT (the ωB97M-V functional and the def2-TZVPD basis) results for a 2-piece molecular cluster, C6H18N4 overall.

Calculated values
- HOMO energy (Eh) = -0.6262
- lowest unoccupied orbital energy (eV) = -6.09

```
! wB97M-V def2-TZVPD RIJCOSX def2/J DEFGRID3
* xyz 2 1
C -1.4640 0.0940 0.6892
C 1.7335 -0.4039 1.8115
C 0.2727 1.1981 -1.4154
C 1.2256 -1.1172 -1.0705
C 1.7041 0.7071 0.7429
C 0.7589 0.2075 -0.3606
N -2.6534 0.1046 1.0214
N -0.3563 -0.2893 0.4258
N 3.0350 1.0018 0.2108
N -4.5211 -0.9361 -0.6488
H 2.0171 -0.1059 2.8233
H 0.7304 -0.8402 1.8759
H 2.3761 -1.1739 1.4584
H 1.1889 1.4464 -1.9752
H -0.0119 2.2139 -0.9659
H -0.5243 0.8759 -2.0175
H 1.3388 -1.7889 -0.2940
H 2.1852 -1.0952 -1.5177
H 0.3668 -1.4878 -1.6957
H 1.0599 1.6407 1.1383
H -2.8780 0.1656 1.9676
H -3.9694 -1.1065 -1.4696
H 3.2193 1.7367 -0.5041
H 3.3536 0.0609 -0.2515
H 3.8101 1.2258 0.8767
H -4.9096 -1.6300 -0.0199
H -3.8613 -0.4072 0.0504
H -5.2267 -0.2970 -0.8857
*
```

b | DFT (the ωB97M-V functional and the def2-TZVPD basis) results for a 2-piece molecular cluster, C6H18N4 overall.

Calculated values
- HOMO energy (Eh) = -0.6076
- lowest unoccupied orbital energy (eV) = -8.72

```
! wB97M-V def2-TZVPD RIJCOSX def2/J DEFGRID3
* xyz 2 1
C -2.4208 -1.3108 -0.6068
C -3.6510 -1.3771 0.1996
C 1.5723 -1.6311 -1.0224
C -0.1080 2.2441 0.0158
C 1.0539 -0.1618 1.4838
C 2.6555 1.0349 0.2119
N -1.6832 -0.2826 -0.3815
N -0.5003 -0.0313 -1.1155
N 0.4096 0.9066 -0.6571
N 1.4772 0.2390 0.1356
H -1.9926 -2.1348 -1.1201
H -3.6014 -2.2944 0.8258
H -4.4038 -1.4291 -0.6108
H -3.8765 -0.4643 0.8599
H 0.8450 -1.2894 -1.8610
H 2.6758 -1.6605 -1.3432
H 1.3573 -2.3471 -0.1423
H -0.7749 2.7166 -0.6970
H -0.4829 2.1350 1.0282
H 0.6772 3.0070 -0.0958
H 1.7766 -0.8558 1.8591
H 0.9116 0.7152 2.0689
H 0.0969 -0.6832 1.4002
H 2.6268 1.9213 0.8782
H 3.3483 0.2001 0.7223
H 3.0938 1.1739 -0.7579
H -1.9213 0.4543 0.2302
H 0.8388 1.2052 -1.5081
*
```

Quick look at relative energies in kJ/mol: a 0.0; b 672.7.

a | DFT (the ωB97M-V functional and the def2-TZVPD basis) results for a 2-piece molecular cluster, C4H5NO2S overall.

Calculated values
- HOMO energy (Eh) = -0.3116
- lowest unoccupied orbital energy (eV) = -0.72

```
! wB97M-V def2-TZVPD RIJCOSX def2/J DEFGRID3
* xyz 0 1
C -0.1862 1.0443 -0.5313
C -0.1902 -0.4642 -0.4624
C -1.4142 -0.9046 -0.9446
C 0.8287 -1.2914 0.1170
H 0.2366 2.4503 2.1148
H -0.4843 1.3452 -1.4924
H -1.7770 -1.9718 -0.9667
H -1.9187 -0.0305 -1.2836
H 1.4409 0.0893 1.1806
N 0.1392 1.9295 0.3216
O 0.6724 1.3819 1.4612
O 1.8234 -0.7828 0.8162
S 0.8296 -2.7954 -0.3303
*
```

b | DFT (the ωB97M-V functional and the def2-TZVPD basis) results for one molecule with the formula C4H5NO2S.

Calculated values
- HOMO energy (Eh) = -0.3371
- lowest unoccupied orbital energy (eV) = -0.05
- structure (SMILES) = C[C@@H]1C(=O)ONC1=S

```
! wB97M-V def2-TZVPD RIJCOSX def2/J DEFGRID3
* xyz 0 1
C -0.0346 1.9283 0.3255
C -0.2364 0.6434 -0.4003
C -1.5441 0.0078 -0.0667
O -2.7011 0.3790 -0.1463
O -1.3825 -1.3157 0.2441
N 0.0583 -1.4932 0.0991
C 0.7771 -0.3655 -0.2228
S 2.4043 -0.0332 -0.0229
H 0.9607 2.3455 0.2731
H -0.7776 2.7527 0.1503
H -0.2972 1.7710 1.4539
H -0.2366 0.5783 -1.4486
H 0.3714 -2.2550 0.6480
*
```

Quick look at relative energies in kJ/mol: a 300.9; b 0.0.

a | DFT (the ωB97M-V functional and the def2-TZVPD basis) results for a 2-piece molecular cluster, C4H5NO2S overall.

Calculated values
- HOMO energy (spin up / spin down) (Eh) = -0.2881 / -0.2891
- lowest unoccupied orbital energy (spin up / spin down) (eV) = -0.99 / -0.99
- structure (SMILES) = Nc1ccco1.O=S

```
! wB97M-V def2-TZVPD RIJCOSX def2/J DEFGRID3
* xyz 0 1
N -0.5261 -1.3923 1.4436
C -0.5602 -0.4516 0.4505
C 0.2005 -0.1825 -0.6513
C -0.3202 1.0145 -1.3154
C -1.3818 1.2938 -0.5626
O -1.5334 0.4294 0.5448
H -0.0455 -2.2818 1.3757
H -0.6765 -0.8351 2.3072
H 0.7972 -0.7452 -1.2321
H -0.0630 1.6387 -2.1726
H -2.1589 2.0372 -0.5734
O 3.3600 -0.9350 0.3686
S 2.9079 0.4100 0.0171
*
```

b | DFT (the ωB97M-V functional and the def2-TZVPD basis) results for one molecule with the formula C4H5NO2S.

Calculated values
- HOMO energy (Eh) = -0.3591
- lowest unoccupied orbital energy (eV) = 0.27
- structure (SMILES) = C[C@@H]1ON=CSC1=O

```
! wB97M-V def2-TZVPD RIJCOSX def2/J DEFGRID3
* xyz 0 1
C 0.1243 -1.3924 -0.5116
C -0.5130 -0.0269 -0.6879
O 0.3216 0.9238 -1.1691
N 1.4367 0.9421 -0.3274
C 1.1635 1.3198 0.8513
S -0.2071 1.2859 1.9135
C -1.2943 0.4509 0.5618
O -2.4843 0.5656 0.6569
H 0.3975 -1.7916 -1.5153
H -0.5229 -2.1696 0.0155
H 0.9261 -1.3068 0.1746
H -1.4419 -0.1896 -1.3238
H 2.0939 1.3887 1.3616
*
```

Quick look at relative energies in kJ/mol: a 43.2; b 0.0.

a | DFT (the ωB97M-V functional and the def2-TZVPD basis) results for one molecule with the formula C3H3ClN2.

Calculated values
- HOMO energy (Eh) = -0.3041
- lowest unoccupied orbital energy (eV) = 0.84
- structure (SMILES) = Clc1ncc[nH]1

```
! wB97M-V def2-TZVPD RIJCOSX def2/J DEFGRID3
* xyz 0 1
Cl 3.7923 -0.2224 0.0005
C 2.2247 0.2816 -0.0221
N 1.6361 1.3889 -0.0025
C 0.2775 1.2544 0.0365
C -0.1100 -0.0570 0.0436
N 0.9360 -0.8894 0.0598
H -0.3319 2.1368 0.0508
H -1.1210 -0.4203 0.0895
H 0.9593 -1.8702 -0.1492
*
```

b | DFT (the ωB97M-V functional and the def2-TZVPD basis) results for one molecule with the formula C3H3ClN2.

Calculated values
- HOMO energy (spin up / spin down) (Eh) = -0.3230 / -0.3339
- lowest unoccupied orbital energy (spin up / spin down) (eV) = -2.18 / -1.17

```
! wB97M-V def2-TZVPD RIJCOSX def2/J DEFGRID3
* xyz 0 1
C 0.0027 -0.2916 -1.4570
C 1.2563 -0.5375 -1.1012
C -0.7379 0.3267 0.6910
N -1.0363 -0.0074 -0.5441
N 0.3626 0.6356 1.2922
Cl 2.0222 -1.4730 0.0120
H -0.2818 -0.0622 -2.4190
H 0.0507 0.9918 2.1965
H -1.6385 0.4176 1.3295
*
```

Quick look at relative energies in kJ/mol: a 0.0; b 357.7.

a | DFT (the ωB97M-V functional and the def2-TZVPD basis) results for a 2-piece molecular cluster, C2H9OS overall.

Calculated values
- HOMO energy (Eh) = -0.5604
- lowest unoccupied orbital energy (eV) = -5.75

```
! wB97M-V def2-TZVPD RIJCOSX def2/J DEFGRID3
* xyz 1 1
O -0.8077 -0.0869 -2.8279
H -0.6019 0.8640 -2.7891
H -1.1597 -0.1194 -3.7454
H -0.0535 -0.1003 -1.0248
C 0.0153 -1.0002 2.0570
S 0.2045 -0.2677 0.3039
C 0.5739 1.4608 0.7350
H 0.9869 -0.8097 2.5153
H -0.0971 -2.0680 1.8948
H -0.8137 -0.5020 2.5366
H 0.8129 2.0933 -0.1210
H -0.3063 1.9520 1.1661
H 1.4447 1.4244 1.3897
*
```

b | DFT (the ωB97M-V functional and the def2-TZVPD basis) results for a 2-piece molecular cluster, C2H9OS overall.

Calculated values
- HOMO energy (Eh) = -0.6026
- lowest unoccupied orbital energy (eV) = -3.46

```
! wB97M-V def2-TZVPD RIJCOSX def2/J DEFGRID3
* xyz 1 1
O -1.8513 1.2955 0.9812
H -1.9985 2.2586 1.0014
H -2.2712 1.0200 1.8377
H -0.7713 0.1085 0.4495
C 1.3993 0.7757 -0.3701
S 0.4794 -0.5054 0.6559
C 0.1604 -1.9092 -0.5144
H 2.4181 0.4918 -0.4840
H 0.8893 0.9990 -1.2771
H 1.3380 1.7187 0.2470
H 0.3403 -1.3037 -1.6380
H -0.9356 -2.2455 -0.5889
H 0.8031 -2.7039 -0.3003
*
```

Quick look at relative energies in kJ/mol: a 109.3; b 0.0.

a | DFT (the ωB97M-V functional and the def2-TZVPD basis) results for one molecule with the formula C5H13NOS.

Calculated values
- HOMO energy (Eh) = -0.3268
- lowest unoccupied orbital energy (eV) = 0.81
- structure (SMILES) = OCNCCCCS

```
! wB97M-V def2-TZVPD RIJCOSX def2/J DEFGRID3
* xyz 0 1
O 2.0048 -1.9821 -2.1591
C 1.0150 -1.7259 -1.0942
N 1.5397 -1.0220 0.0805
C 1.6034 0.4495 0.0836
C 0.4180 0.8362 0.9595
C -0.9071 1.4282 0.5611
C -2.0597 0.4141 0.3810
S -3.4858 0.7170 1.5239
H 2.3873 -1.1335 -2.4239
H 0.7780 -2.8710 -0.8126
H 0.1472 -1.2936 -1.7267
H 2.3870 -1.4618 0.4736
H 2.5668 0.8383 0.4593
H 1.4255 0.8689 -0.9229
H 0.2440 -0.0710 1.6297
H 0.8932 1.5713 1.6291
H -1.2845 2.3295 1.1078
H -0.9384 1.7133 -0.5196
H -2.5431 0.3455 -0.4817
H -1.6647 -0.6466 0.6284
H -4.5268 0.6957 0.6231
*
```

b | DFT (the ωB97M-V functional and the def2-TZVPD basis) results for a 2-piece molecular cluster, C5H13NOS overall.

Calculated values
- HOMO energy (Eh) = -0.3429
- lowest unoccupied orbital energy (eV) = 0.68
- structure (SMILES) = CC(N)=O.CCCS

```
! wB97M-V def2-TZVPD RIJCOSX def2/J DEFGRID3
* xyz 0 1
C -0.3722 3.7634 0.9720
C -0.2184 2.3130 0.5071
N 0.2726 1.4017 1.4614
O -0.5627 1.9313 -0.6240
H -1.3420 3.8668 1.4253
H -0.4239 4.3973 0.0115
H 0.3764 4.1395 1.6652
H 0.0891 0.4310 1.1055
H -0.1838 1.4172 2.3859
C 0.8439 -1.5398 -2.8600
C -0.0035 -1.7112 -1.5855
C 0.7657 -1.8639 -0.2559
S -0.4533 -1.9432 1.1613
H 0.2673 -1.4217 -3.8063
H 1.5564 -2.3763 -3.0291
H 1.4941 -0.6414 -2.7203
H -0.6816 -0.8694 -1.5393
H -0.6161 -2.5953 -1.6358
H 1.3545 -1.0054 -0.0036
H 1.4381 -2.7647 -0.3359
H 0.4240 -2.5189 1.9924
*
```

Quick look at relative energies in kJ/mol: a 241.7; b 0.0.